The following is a quantum chemistry calculation of 2 unconnected molecules or ions with the total composition C2H3BrO2P, from OMol25.

Results
Energy above the lowest of the compared OMol25 structures with the same formula, charge and spin = 0.431 eV
Lowest unoccupied orbital energy = 3.3 eV
Frontier orbital gap = 7.7 eV
Maximum force = 0.9 eV/A

Geometry as ORCA input:
```
! wB97M-V def2-TZVPD RIJCOSX def2/J DEFGRID3
* xyz -1 1
C 0.0377 -1.2702 0.8091
C 0.5742 -0.1724 0.2931
O -1.3165 -0.0873 -1.7594
O 0.8388 1.2838 -2.0494
P -0.0945 0.5112 -1.2209
Br -1.0205 2.8052 1.1455
H 0.3891 -1.7047 1.7308
H -0.7851 -1.7530 0.3074
H 1.3768 0.3874 0.7438
*
```

natural (NBO) atomic charge list, values in e, 5 entries: -0.3146, -0.6056, -1.0532, -1.0415, 2.2591

---

The following is a quantum chemistry calculation of a molecular structure, C2H3BrOS, from OMol25.

Results
Energy above the lowest of the compared OMol25 structures with the same formula, charge and spin = 2.064 eV
Lowest unoccupied orbital energy = -0.3 eV
Frontier orbital gap = 8.7 eV
Maximum force = 5.8 eV/A

Geometry as ORCA input:
```
! wB97M-V def2-TZVPD RIJCOSX def2/J DEFGRID3
* xyz 0 1
C 1.0657 0.3549 -0.1324
C -0.6240 -0.5163 0.1286
O -1.6107 0.3984 0.2725
S 1.2180 1.8833 -0.1642
Br 2.4200 -0.9007 -0.0975
H -0.4162 -1.1840 0.9527
H -0.5687 -1.1138 -0.6553
H -1.4842 1.0782 -0.3047
*
```

natural (NBO) atomic charge list, values in e, 5 entries: -0.4071, 0.0057, -0.6755, 0.1538, 0.1092

---

The following is a quantum chemistry calculation of a molecular structure, C2H3CaNaO, from OMol25.

Results
Lowest unoccupied orbital energy (alpha / beta) = -2.6 / -2.6 eV
Frontier orbital gap (alpha / beta) = 3.1 / 3.1 eV
Maximum force = 3.7 eV/A

Geometry as ORCA input:
```
! wB97M-V def2-TZVPD RIJCOSX def2/J DEFGRID3
* xyz 0 1
C 1.2296 0.5935 0.4068
C 0.7047 -0.6570 0.4474
O -0.6422 -0.8187 0.6999
Na -1.4660 0.6626 -0.6146
H 2.2822 0.7519 0.1620
H 0.6544 1.4984 0.6712
Ca -0.1556 -3.3723 0.4573
H -2.6072 1.3416 -2.2300
*
```

natural (NBO) atomic charge list, values in e, 5 entries: -0.6995, 0.0290, -1.0442, 0.7187, 0.2117

---

The following is a quantum chemistry calculation of a molecular structure, C2H3Cl2FN2O, from OMol25.

Results
Energy above the lowest of the compared OMol25 structures with the same formula, charge and spin = 2.089 eV
Lowest unoccupied orbital energy = 0.3 eV
Frontier orbital gap = 9.7 eV
Maximum force = 11.0 eV/A

Geometry as ORCA input:
```
! wB97M-V def2-TZVPD RIJCOSX def2/J DEFGRID3
* xyz 0 1
C -1.0325 -0.6930 -0.2176
C 0.4611 -0.2111 -0.2194
H -1.8162 1.7067 0.0974
H -2.8785 -0.5078 1.0743
H -2.2125 -2.0698 -0.8894
N -1.8506 0.0262 0.4988
N -1.2088 -1.6535 -0.9689
O -1.5949 1.1918 0.8567
F 1.2154 -1.0475 -0.9595
Cl 0.6418 1.4525 -0.8823
Cl 1.3331 -0.4185 1.3183
*
```

natural (NBO) atomic charge list, values in e, 5 entries: 0.3193, 0.2920, 0.4640, 0.3457, 0.3413

---

Number 1: calculated total energy -85552.0799 eV. Number 2: calculated total energy -85045.3873 eV. Number 3: calculated total energy -27019.3552 eV. Number 4: calculated total energy -34908.3321 eV.